# 1
{
  "formula": "H6O3PSi",
  "method": "ωB97M-V/def2-TZVPD",
  "multiplicity": 1,
  "total_charge": 1,
  "e_above_lowest_kj_mol": 285.3,
  "orbital_gap_ev": 3.53,
  "species": ["O", "O", "O", "Si", "P", "H", "H", "H", "H", "H", "H"],
  "positions_angstrom": [[2.979, 1.208, -0.745], [2.524, -1.201, -0.733], [1.944, 0.104, 1.238], [-3.226, 0.130, -0.089], [3.199, -0.082, 0.214], [3.435, 2.009, -0.496], [3.081, -1.528, -1.439], [2.094, -0.196, 2.134], [-4.231, -0.565, -0.887], [-3.008, -0.245, 1.303], [-2.434, 1.196, -0.690]],
  "forces_ev_per_a": [[-0.773, -0.305, -0.457], [-0.827, -0.003, -0.013], [-0.739, 0.229, -0.413], [0.134, -0.024, -0.062], [1.163, 0.050, 0.653], [0.359, 0.223, 0.272], [0.349, -0.048, -0.191], [0.355, -0.145, 0.154], [-0.024, -0.016, 0.005], [-0.014, -0.016, 0.066], [0.020, 0.055, -0.014]]
}

=====

# 2
{
  "formula": "H6O3Rb",
  "method": "ωB97M-V/def2-TZVPD",
  "multiplicity": 1,
  "total_charge": 1,
  "e_above_lowest_kj_mol": 11.8,
  "orbital_gap_ev": 12.31,
  "species": ["Rb", "O", "H", "H", "O", "H", "H", "O", "H", "H"],
  "positions_angstrom": [[-20.749, -3.335, 8.706], [-20.698, -4.864, 11.183], [-20.625, -4.192, 11.877], [-21.567, -5.271, 11.312], [-23.662, -3.438, 9.070], [-24.373, -3.633, 9.695], [-24.113, -3.066, 8.300], [-21.824, -2.504, 6.088], [-22.425, -1.755, 6.212], [-21.447, -2.367, 5.207]],
  "forces_ev_per_a": [[-0.043, -0.102, -0.103], [-0.309, 0.387, -0.062], [-0.011, -0.365, 0.019], [0.283, 0.006, 0.125], [-0.088, 0.137, -0.092], [0.160, 0.033, -0.103], [-0.002, -0.165, 0.150], [0.001, 0.302, 0.074], [0.113, -0.132, -0.184], [-0.103, -0.101, 0.177]]
}

=====

# 3
{
  "formula": "H6O7STl",
  "method": "ωB97M-V/def2-TZVPD",
  "multiplicity": 1,
  "total_charge": 1,
  "e_above_lowest_kj_mol": 500.5,
  "orbital_gap_ev": 3.78,
  "species": ["Tl", "S", "O", "O", "O", "O", "O", "H", "H", "O", "H", "H", "O", "H", "H"],
  "positions_angstrom": [[-0.805, -1.554, -0.931], [-0.863, 0.702, 1.494], [0.006, -0.141, 2.353], [-1.464, 1.846, 1.994], [0.411, 0.882, 0.390], [-1.780, -0.275, 0.902], [-1.414, 1.672, -2.228], [-1.538, 1.611, -1.234], [-0.534, 1.715, -2.608], [1.398, 0.219, -2.594], [2.119, -0.041, -2.324], [1.379, 1.217, 0.460], [1.114, -2.910, 1.154], [0.299, -2.612, 1.563], [1.673, -2.331, 1.608]],
  "forces_ev_per_a": [[0.714, 0.784, -0.223], [3.931, -3.522, 2.088], [-0.319, 1.026, 0.446], [-0.271, 1.891, -0.100], [0.011, 0.299, -1.440], [-0.543, 0.134, -2.370], [-1.696, -0.818, 1.269], [1.149, 0.580, -2.075], [0.516, 0.088, 0.894], [-13.190, 4.026, -3.869], [12.560, -4.485, 4.523], [-2.502, -0.265, 0.839], [-1.867, -0.650, -1.444], [-0.740, -0.451, 0.452], [2.248, 1.366, 1.011]]
}